Record 1
Below is the ion C3H9N2O with charge -1 at a distorted geometry, with properties calculated with ωB97M-V with the def2-TZVPD basis set.

Each line ends with the Löwdin charge.
Positions of all 15 atoms, in Å:
N1 -1.7127 0.2186 1.0654  -0.0280
C1 -1.2461 0.1780 -0.3186  -0.3125
C2 -0.1862 -0.9832 -0.5988  -0.2560
N2 0.9694 -0.7729 0.3687  -0.0942
C3 1.4544 0.7025 0.0889  -0.5738
O1 1.5904 1.1071 -1.1882  -0.3478
H1 -1.2769 -0.6100 1.4965  0.0549
H2 -1.2878 1.0140 1.4811  0.0249
H3 -0.8092 1.1210 -0.6587  0.0795
H4 -2.0500 -0.1022 -1.0796  0.0941
H5 0.1835 -0.9307 -1.6597  0.0918
H6 -0.6329 -1.9949 -0.5277  0.0792
H7 1.8809 -1.1735 0.0983  0.0601
H8 0.7334 1.3221 0.6764  0.0463
H9 2.3899 0.9040 0.7559  0.0814

The energy relative to the best compared isomer or geometry (same formula, charge and spin) is 1.431 eV. For the largest force on an atom, the calculation gives 3.0 eV/Å. The lowest unoccupied orbital energy comes out at 4.56 eV. As for the SMILES: NCCNC[O-]. Its net charge is -1.

Record 2
Below is a structure of composition C11H4N2O5Pb at a distorted geometry, with properties calculated with ωB97M-V with the def2-TZVPD basis set.

Each line ends with the Löwdin charge.
Positions of all 23 atoms, in Å:
O1 0.0005 -0.0001 -3.7063  0.1608
C1 -0.0010 0.0008 -2.5603  -0.0441
Pb1 0.0161 -0.0025 0.0512  1.0253
O2 2.2334 -2.8431 0.0035  0.2167
C2 1.5345 -1.9705 0.0322  -0.0543
C3 -1.5258 1.9714 0.0288  -0.0554
O3 -2.2305 2.8376 0.0040  0.2143
C4 -1.9508 -1.5513 0.0184  -0.0564
O4 -2.8452 -2.2209 0.0067  0.2150
C5 1.9586 1.5480 0.0341  -0.0570
O5 2.8487 2.2246 0.0062  0.2173
N1 3.4033 -0.1931 5.7052  0.2221
C6 2.4239 -0.1384 5.1193  -0.1328
C7 1.1319 -0.0607 4.4028  -0.1470
C8 -0.1179 0.0367 5.0392  0.0499
C9 -1.3530 0.1217 4.3566  0.0513
C10 -1.2251 0.0918 2.9165  -0.1103
N2 -0.0255 -0.0167 2.3311  -0.1688
C11 1.1423 -0.0868 3.0134  -0.0745
H1 -0.1389 0.0509 6.1128  0.1383
H2 -2.3796 0.2073 4.7749  0.1453
H3 -2.0866 0.1591 2.1975  0.1090
H4 2.0676 -0.1513 2.3707  0.1352

The energy relative to the best compared isomer or geometry (same formula, charge and spin) is 0.551 eV. For the largest force on an atom, the calculation gives 5.8 eV/Å. The lowest unoccupied orbital energy comes out at -7.89 eV. Its net charge is +2.

Record 3
Below is an isolated molecule of C19H23N3O3S, with properties calculated with ωB97M-V with the def2-TZVPD basis set.

Each line ends with the Löwdin charge.
Positions of all 49 atoms, in Å:
C1 -5.7994 -2.0518 0.4104  -0.0456
C2 -4.7221 -1.0199 0.5349  -0.2383
C3 -3.6738 -1.2038 1.4256  -0.0292
C4 -2.6672 -0.2660 1.5630  -0.0263
C5 -2.6910 0.8813 0.7812  -0.2516
N1 -1.6895 1.8711 0.8956  0.1358
C6 -0.3517 1.7673 0.7027  -0.4538
O1 0.3707 2.7301 0.8628  0.0740
C7 0.1626 0.4325 0.1854  -0.2070
C8 0.0778 0.4502 -1.3481  -0.1341
C9 0.7015 -0.8229 -1.9132  -0.1546
C10 2.1409 -0.9563 -1.4226  -0.2042
N2 2.1473 -0.9630 0.0206  -0.2276
S1 3.5099 -1.5743 0.7479  0.6607
O2 3.8646 -2.7764 0.0560  -0.2766
O3 3.2597 -1.6260 2.1568  -0.2762
C11 4.7619 -0.3299 0.4338  -0.2460
C12 4.9315 0.7180 1.3209  -0.0440
C13 5.8455 1.7085 0.9955  -0.0394
C14 6.5299 1.5959 -0.2077  -0.1353
N3 6.3674 0.5902 -1.0518  0.0745
C15 5.5013 -0.3564 -0.7367  -0.1266
C16 1.6177 0.2396 0.6140  -0.1598
C17 -3.7462 1.0823 -0.1001  0.0190
C18 -4.7618 0.1482 -0.2337  -0.2310
C19 -5.8849 0.3921 -1.1935  -0.0435
H1 -5.6103 -2.8884 1.0775  0.0768
H2 -5.8546 -2.4279 -0.6107  0.0841
H3 -6.7707 -1.6243 0.6571  0.0841
H4 -3.6478 -2.0956 2.0346  0.1124
H5 -1.8785 -0.4141 2.2848  0.1203
H6 -2.0118 2.8163 1.0659  0.1599
H7 -0.4359 -0.3979 0.5582  0.1303
H8 -0.9665 0.5286 -1.6582  0.1177
H9 0.6147 1.3242 -1.7250  0.1312
H10 0.6885 -0.7995 -3.0035  0.1167
H11 0.1308 -1.6890 -1.5758  0.1231
H12 2.5838 -1.8991 -1.7446  0.1183
H13 2.7448 -0.1213 -1.8144  0.1314
H14 4.3657 0.7321 2.2396  0.1183
H15 6.0183 2.5451 1.6536  0.1065
H16 7.2476 2.3450 -0.5146  0.1072
H17 5.3944 -1.1778 -1.4311  0.1178
H18 1.6871 0.1200 1.6959  0.1296
H19 2.1943 1.1288 0.3162  0.1342
H20 -3.7694 1.9868 -0.6917  0.1204
H21 -5.9289 -0.3997 -1.9404  0.0848
H22 -6.8397 0.4039 -0.6692  0.0850
H23 -5.7583 1.3431 -1.7039  0.0765

The energy relative to the best compared isomer or geometry (same formula, charge and spin) is 1.703 eV. For the largest force on an atom, the calculation gives 1.0 eV/Å. The lowest unoccupied orbital energy comes out at 0.61 eV. As for the SMILES: Cc1ccc(NC(=O)[C@H]2CCCN(S(=O)(=O)c3cccnc3)C2)cc1C.

Record 4
Below is a structure of composition C22H25ClN6O3PtS2 at a distorted geometry, with properties calculated with ωB97M-V with the def2-TZVPD basis set.

Each line ends with the Löwdin charge.
Positions of all 60 atoms, in Å:
Pt1 -1.1062 0.1876 1.6708  0.6897
N1 -7.0922 -3.3045 -2.9055  0.1011
C1 -6.1826 -2.9774 -1.9330  -0.3244
C2 -6.6072 -2.6414 -0.6426  -0.0267
C3 -5.6898 -2.2997 0.3293  -0.0646
C4 -4.3401 -2.3108 0.0298  -0.3106
C5 -3.8988 -2.6979 -1.2221  -0.0652
C6 -4.8092 -3.0348 -2.2008  -0.0257
S1 -3.1630 -1.5691 1.1259  0.5487
O1 -3.8370 -1.0549 2.2893  -0.3501
O2 -2.0188 -2.4207 1.3643  -0.3397
N2 -2.5430 -0.3121 0.2656  -0.2679
C7 -3.3198 0.7879 0.2253  -0.5379
N3 -2.6942 1.9147 0.6183  0.0678
C8 -3.4132 3.0187 0.6763  -0.1278
C9 -4.7586 3.0366 0.3331  -0.0563
C10 -5.2928 1.8313 -0.1046  -0.1224
N4 -4.5908 0.7148 -0.1678  0.1474
H1 -8.0514 -3.0365 -2.7696  0.0920
H2 -6.7760 -3.3011 -3.8590  0.0910
H3 -7.6658 -2.6238 -0.4264  0.1080
H4 -5.9983 -2.0005 1.3181  0.1137
H5 -2.8368 -2.7069 -1.4122  0.1152
H6 -4.4640 -3.3173 -3.1863  0.1080
H7 -2.8930 3.9075 1.0106  0.1103
H8 -5.3508 3.9347 0.4049  0.0919
H9 -6.3264 1.7427 -0.4177  0.1078
C11 4.6050 0.2823 -2.5059  -0.0922
C12 3.8422 -0.9911 -2.1699  -0.2221
C13 3.4884 -1.0448 -0.6860  -0.1702
N5 2.5450 0.0125 -0.3939  0.0360
C14 2.1578 0.4627 0.8158  -0.7411
S2 0.7977 1.4791 0.9015  0.6584
N6 2.9091 0.2210 1.9446  0.1242
C15 4.2719 0.3355 2.1730  -0.4171
O3 4.7482 -0.1332 3.1834  0.1166
C16 5.0684 1.0982 1.1812  -0.1642
C17 6.4142 0.7760 1.0069  -0.0173
C18 7.1977 1.5091 0.1350  -0.0716
C19 6.6520 2.5838 -0.5508  -0.0774
C20 5.3278 2.9356 -0.3452  -0.0719
C21 4.5352 2.1995 0.5165  -0.0300
H10 4.8248 0.3348 -3.5672  0.0766
H11 5.5434 0.3117 -1.9603  0.0655
H12 4.0282 1.1585 -2.2258  0.0655
H13 4.4464 -1.8619 -2.4227  0.1135
H14 2.9212 -1.0458 -2.7543  0.1112
H15 4.3860 -0.8984 -0.0814  0.1090
H16 3.0558 -2.0218 -0.4262  0.1373
H17 1.8735 0.2085 -1.1237  0.1326
H18 2.3736 0.0177 2.7825  0.1538
H19 6.8280 -0.0552 1.5582  0.1234
H20 8.2358 1.2467 -0.0088  0.1081
H21 7.2596 3.1513 -1.2401  0.1083
H22 4.9078 3.7877 -0.8584  0.1120
H23 3.5110 2.4920 0.6883  0.0961
Cl1 -2.2449 0.6528 4.2498  0.5278
C22 -0.5854 0.4375 3.6665  -0.7674
H24 -0.1748 -0.4460 4.1622  0.0061
H25 -0.0309 1.3384 3.9429  -0.0127

For the largest force on an atom, the calculation gives 4.2 eV/Å. The lowest unoccupied orbital energy comes out at -0.96 eV.

Record 5
Below is a structure of composition C4H9N2 at a distorted geometry, with properties calculated with ωB97M-V with the def2-TZVPD basis set.

Each line ends with the Löwdin charge.
Positions of all 15 atoms, in Å:
C1 0.0064 1.8041 -0.3228  -0.1718
C2 0.4598 0.3792 -0.3657  -0.2054
C3 -0.8285 0.1762 0.5267  -0.2625
C4 -1.8568 -0.6880 -0.1298  -0.0208
N1 -1.0593 1.6462 0.3509  0.2422
N2 1.7815 0.0935 0.2974  0.2343
H1 0.1921 2.7720 -0.7098  0.1073
H2 0.5286 -0.2241 -1.4251  0.2090
H3 -0.5436 -0.1914 1.4826  0.1324
H4 -1.6198 -0.5875 -1.1152  0.0495
H5 -2.7925 -0.2667 0.1459  0.0903
H6 -1.9813 -1.7324 0.2043  0.1128
H7 1.8037 0.4669 1.2128  0.1541
H8 2.5752 0.4422 -0.2547  0.1855
H9 2.0577 -0.8463 0.3014  0.1433

The energy relative to the best compared isomer or geometry (same formula, charge and spin) is 2.748 eV. As for the multiplicity: 3. For the largest force on an atom, the calculation gives 5.9 eV/Å. The lowest unoccupied orbital energy (spin up / spin down) comes out at -3.56 / -7.20 eV. Its net charge is +1.

Record 6
Below is a structure of composition C34H32GeN4O9Ti at a distorted geometry, with properties calculated with ωB97M-V with the def2-TZVPD basis set.

Each line ends with the Löwdin charge.
Positions of all 81 atoms, in Å:
Ti1 -0.0697 -0.1963 -0.0861  1.0442
O1 1.4759 1.8392 2.1853  -0.1022
C1 2.2572 1.0243 3.0460  -0.2128
C2 1.5885 -0.2700 3.4514  -0.1461
N1 1.0716 -1.0754 2.3404  -0.1638
C3 2.0096 -2.0782 1.8672  -0.0866
C4 1.6521 -2.6245 0.4950  -0.5781
O2 2.2427 -3.5590 0.0226  0.1028
O3 0.6588 -1.9800 -0.0978  -0.1714
C5 -0.2447 -1.6139 2.7014  -0.0815
C6 -1.2529 -0.4959 2.5489  -0.5390
O4 -2.0919 -0.2122 3.3524  0.1328
O5 -1.0393 0.2051 1.4171  -0.2369
H1 0.6744 2.1555 2.6213  0.0784
H2 2.5189 1.5656 3.9589  0.1272
H3 3.1890 0.8218 2.5124  0.1088
H4 0.7635 -0.0346 4.1268  0.1319
H5 2.3114 -0.8571 4.0325  0.1339
H6 2.1148 -2.9300 2.5484  0.1415
H7 2.9941 -1.6168 1.7667  0.1369
H8 -0.2891 -2.0055 3.7190  0.1402
H9 -0.5140 -2.4066 2.0041  0.1361
O6 -1.8823 -1.3284 -0.3513  -0.0414
C7 -2.1617 -2.0667 -1.3030  -0.1080
C8 -1.6887 -1.8939 -2.6403  -0.1004
C9 -2.2330 -2.6770 -3.6665  0.0684
C10 -1.9017 -2.3890 -4.9566  -0.1351
C11 -1.0595 -1.3166 -5.2775  0.0327
C12 -0.5178 -0.5493 -4.2822  0.0410
C13 -0.7913 -0.8507 -2.9347  -0.2905
O7 -0.2183 -0.1656 -1.9935  -0.2079
N2 -2.4665 -3.2082 -6.0457  -0.3579
O8 -2.1523 -2.9203 -7.1819  0.0779
O9 -3.1848 -4.1360 -5.7375  0.0768
H10 -2.8784 -2.8756 -1.1235  0.1507
H11 -2.9170 -3.4874 -3.4478  0.1355
H12 -0.8561 -1.1063 -6.3184  0.1256
H13 0.1194 0.2980 -4.4992  0.1256
C14 -3.3990 2.7918 -4.1669  -0.0979
C15 -2.2395 3.5534 -4.1931  -0.0886
C16 -1.3051 3.4482 -3.1637  -0.1078
C17 -1.5065 2.5770 -2.0933  -0.2925
C18 -2.6924 1.8317 -2.0800  -0.1191
C19 -3.6293 1.9317 -3.0993  -0.0871
Ge1 -0.2479 2.3792 -0.5760  1.0268
C20 1.3877 3.2833 -1.2119  -0.3169
C21 1.9124 2.9450 -2.4657  -0.1289
C22 3.1177 3.4707 -2.9153  -0.0916
C23 3.8379 4.3432 -2.1059  -0.1050
C24 3.3354 4.6916 -0.8574  -0.0899
C25 2.1207 4.1692 -0.4197  -0.1203
C26 -0.9847 3.6286 0.7639  -0.2857
C27 -1.0478 4.9856 0.4287  -0.1156
C28 -1.5664 5.9233 1.3115  -0.0860
C29 -2.0360 5.5236 2.5578  -0.0959
C30 -1.9909 4.1832 2.9078  -0.0815
C31 -1.4709 3.2433 2.0180  -0.1153
H14 -4.1237 2.8739 -4.9671  0.0981
H15 -2.0596 4.2370 -5.0149  0.0991
H16 -0.4105 4.0584 -3.2075  0.0904
H17 -2.8994 1.1595 -1.2521  0.0976
H18 -4.5386 1.3427 -3.0623  0.1012
H19 1.3772 2.2440 -3.0985  0.0955
H20 3.4981 3.1975 -3.8926  0.1018
H21 4.7763 4.7604 -2.4516  0.0972
H22 3.8868 5.3783 -0.2249  0.0998
H23 1.7497 4.4478 0.5614  0.1013
H24 -0.6918 5.3187 -0.5415  0.1006
H25 -1.6077 6.9678 1.0260  0.1004
H26 -2.4419 6.2548 3.2460  0.0987
H27 -2.3715 3.8581 3.8692  0.1030
H28 -1.4811 2.2032 2.3056  0.0681
N3 4.1240 0.9326 -0.7762  0.1022
C32 3.9834 -0.0677 -1.7184  -0.0544
C33 2.7218 -0.5303 -1.5719  -0.0984
N4 2.0835 0.1856 -0.5662  -0.0105
C34 2.9654 1.0582 -0.1166  -0.1856
H29 4.9174 1.5383 -0.6561  0.1592
H30 4.7791 -0.3631 -2.3780  0.1173
H31 2.2321 -1.3311 -2.0954  0.1209
H32 2.7791 1.8012 0.6394  0.1061

For the largest force on an atom, the calculation gives 1.4 eV/Å. The lowest unoccupied orbital energy comes out at -0.89 eV.